Entry from the Open Molecules 2025 dataset: a 2-piece molecular cluster, C7H13FNO overall at a distorted geometry (ωB97M-V/def2-TZVPD).

## Properties
- energy (Ha) = -503.92391
- frontier orbital gap (alpha / beta) (eV) = 8.26 / 7.86

ORCA input file:
```
! wB97M-V def2-TZVPD RIJCOSX def2/J DEFGRID3
* xyz 1 1
C -1.4946 -0.5373 1.4186
C 0.7861 -0.8025 1.5976
C 1.6733 0.8731 -0.1253
C 0.0774 -0.4385 -1.5142
C -0.6948 1.7231 -0.4536
C 0.2234 -3.1206 0.5494
C 0.1859 0.5124 -0.3294
N -0.2272 -0.2586 1.0598
O 1.7728 -0.9759 2.1629
F -0.9986 -3.0485 0.9933
H -2.3495 -0.0091 0.9833
H -1.6282 -1.0973 2.2981
H 1.7369 1.7023 0.5340
H 2.3414 0.1856 0.4286
H 2.1983 1.2299 -0.9883
H 0.7463 -1.3012 -1.6007
H 0.2677 0.2062 -2.3515
H -0.9427 -0.8408 -1.6415
H -1.7654 1.5079 -0.6294
H -0.8233 2.5406 0.2347
H -0.2704 2.2767 -1.2899
H 0.8815 -3.2929 1.4050
H 0.3703 -3.0454 -0.5246
*
```

Entry from the Open Molecules 2025 dataset: one molecule with the formula C7H13N at a distorted geometry (ωB97M-V/def2-TZVPD).

## Properties
- energy (Ha) = -329.20976
- frontier orbital gap (eV) = 9.72
- SMILES = C=C(C)C(=C)CCN

ORCA input file:
```
! wB97M-V def2-TZVPD RIJCOSX def2/J DEFGRID3
* xyz 0 1
C 1.5214 0.8718 1.0090
C 0.3808 1.2875 0.4284
C -0.2651 2.5679 0.7907
C -0.4866 0.2485 -0.2346
C -1.1803 0.5734 -1.3316
C -0.6363 -1.0707 0.4704
C 0.2124 -2.2626 -0.0473
N 0.4941 -2.2127 -1.4864
H 2.0714 1.4450 1.7306
H 1.8686 -0.1214 0.7292
H 0.4326 3.4000 0.6293
H -1.1835 2.7833 0.2174
H -0.5620 2.6190 1.8690
H -1.0109 1.5133 -1.8903
H -1.9351 -0.0769 -1.7492
H -0.5456 -0.9384 1.5339
H -1.6975 -1.3584 0.2670
H 1.1363 -2.3175 0.5302
H -0.3291 -3.1885 0.1493
H 0.2765 -1.3052 -1.8738
H 1.4379 -2.4575 -1.7411
*
```

Entry from the Open Molecules 2025 dataset: one molecule with the formula C7H13N at a distorted geometry (ωB97M-V/def2-TZVPD).

## Properties
- energy (Ha) = -329.22121
- frontier orbital gap (eV) = 9.81
- SMILES = C=C/C=C/C[C@H](C)N

ORCA input file:
```
! wB97M-V def2-TZVPD RIJCOSX def2/J DEFGRID3
* xyz 0 1
C -1.1490 0.6626 -3.8552
C -0.1759 0.7182 -2.9545
C -0.0353 -0.1847 -1.8078
C 0.5218 0.1268 -0.6459
C 0.7497 -0.8551 0.4835
C -0.0289 -0.5477 1.7766
C -0.2280 0.9182 2.1021
N 0.6517 -1.2236 2.8805
H -1.9098 -0.1028 -3.7752
H -1.1378 1.2688 -4.7490
H 0.5840 1.4849 -3.0002
H -0.3664 -1.1969 -1.9927
H 0.8070 1.1576 -0.4417
H 0.4494 -1.8252 0.1179
H 1.8303 -0.9081 0.6277
H -0.9829 -1.0667 1.6705
H -0.5148 1.5769 1.2955
H 0.7003 1.3383 2.4993
H -1.0345 1.0255 2.8320
H 0.0654 -1.7676 3.4934
H 1.2036 -0.5995 3.4433
*
```

Entry from the Open Molecules 2025 dataset: one molecule with the formula C7H13N at a distorted geometry (ωB97M-V/def2-TZVPD).

## Properties
- energy (Ha) = -329.22467
- frontier orbital gap (eV) = 9.85
- SMILES = [H]/N=C/C(C)=C(\C)CC

ORCA input file:
```
! wB97M-V def2-TZVPD RIJCOSX def2/J DEFGRID3
* xyz 0 1
H -4.1667 0.9992 0.1070
N -3.4079 0.3237 0.1972
C -2.2456 0.7823 0.0078
C -0.9954 -0.2286 0.0880
C -1.3943 -1.6522 0.2523
C 0.1888 0.3247 -0.0719
C 0.5495 1.7462 -0.3365
C 1.3734 -0.8014 -0.0621
C 2.7893 -0.2867 0.1341
H -2.0530 1.8361 -0.2412
H -0.9359 -2.0795 1.1443
H -2.4764 -1.6889 0.3633
H -1.0925 -2.2470 -0.6098
H 0.0720 2.4077 0.3857
H 1.6188 1.9119 -0.2557
H 0.2286 2.0407 -1.3360
H 1.1958 -1.5693 0.6959
H 1.2848 -1.3102 -1.0256
H 3.0837 0.4039 -0.6549
H 2.8908 0.2081 1.0994
H 3.4923 -1.1207 0.1187
*
```